<i>
14
Properties=species:S:1:pos:R:3:nbo_charge:R:1 method="wB97M-V/def2-TZVPD" lumo_energy_ha=-0.2390 e_homo_ev=-14.08 charge=+1
C -2.57468 0.43375 -0.36336 -0.674
C 3.68037 0.72610 0.60321 -0.183
H -2.21775 0.48701 -1.38775 0.250
C -0.52819 -0.85537 0.14391 0.261
N 1.68808 -1.53654 -0.33131 -0.168
H 3.91486 1.16182 1.53059 0.249
N 0.58369 -1.28271 0.04375 0.054
H 2.30977 -2.03175 0.30764 0.410
H -1.99969 -0.45856 1.54525 0.273
H -2.69160 1.44424 0.04109 0.281
H -3.57856 0.00108 -0.33425 0.279
C -1.68539 -0.32790 0.51264 -0.012
H 3.30918 -0.12140 -1.44497 0.254
C 3.41743 0.24265 -0.46223 -0.275

<ii>
14
Properties=species:S:1:pos:R:3:nbo_charge:R:1 method="wB97M-V/def2-TZVPD" lumo_energy_ha=-0.1946 e_homo_ev=-16.21 charge=+1 smiles="C=[N+]=C[C@@H](C)C#N"
C 1.04388 -0.37504 0.43633 0.275
H -1.08781 -2.53188 0.65591 0.266
N -1.80729 0.73770 1.02048 -0.256
H -0.76648 1.45076 -1.81411 0.255
N 0.29498 -1.10130 1.11261 -0.251
C -0.86153 1.07814 0.46978 0.275
C 0.19808 0.90931 -1.69634 -0.571
H 0.98336 1.49817 -2.02691 0.230
H -1.01176 -1.80680 2.50248 0.268
H 0.11503 -0.04274 -2.24600 0.242
H 1.12250 1.65827 -0.15254 0.300
C -0.69564 -1.78188 1.44708 0.098
H 2.10089 -0.57634 0.44832 0.267
C 0.37180 0.88362 -0.15709 -0.399

Which one sits at the bottom of the stability order? <i> does.